1.
{"formula": "C32H82O36S10Tl", "method": "ωB97M-V with the def2-TZVPD basis set", "species": ["Tl", "O", "C", "O", "O", "H", "O", "C", "O", "O", "H", "O", "S", "O", "O", "C", "C", "C", "H", "H", "H", "H", "H", "H", "H", "H", "O", "S", "O", "O", "C", "C", "C", "H", "H", "H", "H", "H", "H", "H", "H", "O", "S", "O", "O", "C", "C", "C", "H", "H", "H", "H", "H", "H", "H", "H", "O", "S", "O", "O", "C", "C", "C", "H", "H", "H", "H", "H", "H", "H", "H", "O", "S", "O", "O", "C", "C", "C", "H", "H", "H", "H", "H", "H", "H", "H", "O", "S", "O", "O", "C", "C", "C", "H", "H", "H", "H", "H", "H", "H", "H", "O", "S", "O", "O", "C", "C", "C", "H", "H", "H", "H", "H", "H", "H", "H", "O", "S", "O", "O", "C", "C", "C", "H", "H", "H", "H", "H", "H", "H", "H", "O", "S", "O", "O", "C", "C", "C", "H", "H", "H", "H", "H", "H", "H", "H", "O", "S", "O", "O", "C", "C", "C", "H", "H", "H", "H", "H", "H", "H", "H"], "xyz": [[1.710, -0.033, -1.790], [-0.806, 0.661, 2.263], [-0.027, 0.328, 1.249], [0.924, 1.061, 1.011], [-0.136, -0.624, 0.512], [-0.213, 1.303, 2.660], [1.484, 4.597, -3.102], [1.488, 3.329, -2.839], [1.079, 2.426, -3.596], [1.687, 2.991, -1.712], [1.775, 4.950, -2.258], [-2.877, -1.724, -3.483], [-1.833, -2.465, -2.851], [-0.633, -1.817, -2.300], [-2.499, -3.485, -1.737], [-3.239, -2.897, -0.703], [-3.923, -3.972, 0.046], [-1.245, -3.734, -4.117], [-3.941, -2.162, -1.098], [-2.562, -2.282, -0.110], [-4.535, -4.680, -0.513], [-4.638, -3.544, 0.748], [-3.240, -4.571, 0.648], [-0.861, -4.619, -3.608], [-0.427, -3.223, -4.626], [-2.019, -4.061, -4.812], [-5.423, -1.076, 1.335], [-5.506, 0.290, 1.940], [-6.593, 1.217, 1.604], [-5.507, 0.122, 3.650], [-5.872, 1.240, 4.517], [-5.510, 0.706, 5.860], [-3.962, 1.083, 1.787], [-6.953, 1.343, 4.415], [-5.427, 2.208, 4.286], [-5.920, 1.393, 6.599], [-4.466, 0.444, 6.032], [-6.018, -0.258, 5.903], [-3.744, 1.290, 0.740], [-3.249, 0.408, 2.260], [-4.101, 1.967, 2.409], [1.615, -4.956, -4.552], [2.476, -3.932, -3.943], [1.923, -2.781, -3.246], [3.358, -4.755, -2.840], [3.859, -6.006, -3.323], [2.992, -7.057, -2.576], [3.783, -3.274, -5.106], [4.906, -5.971, -3.022], [3.786, -6.216, -4.390], [3.418, -7.219, -1.586], [2.782, -8.021, -3.038], [2.087, -6.494, -2.346], [4.621, -3.916, -5.381], [4.052, -2.393, -4.523], [3.225, -2.941, -5.981], [4.218, 1.487, -1.300], [5.148, 2.288, -0.519], [6.224, 1.697, 0.298], [5.885, 3.437, -1.426], [5.798, 3.496, -2.861], [6.898, 4.478, -3.320], [4.180, 3.384, 0.612], [4.822, 3.878, -3.161], [5.949, 2.472, -3.203], [7.892, 4.047, -3.198], [6.901, 5.315, -2.622], [6.788, 4.687, -4.384], [3.594, 4.024, -0.047], [4.832, 3.864, 1.342], [3.375, 2.861, 1.128], [-2.547, 2.205, 4.728], [-2.033, 3.582, 4.577], [-1.600, 4.418, 5.699], [-0.786, 3.531, 3.451], [0.008, 4.644, 3.207], [-0.014, 4.834, 1.681], [-3.255, 4.516, 3.413], [1.003, 4.293, 3.483], [-0.156, 5.508, 3.851], [0.209, 3.944, 1.092], [0.575, 5.665, 1.291], [-1.040, 5.154, 1.500], [-3.262, 3.966, 2.472], [-2.913, 5.545, 3.306], [-4.232, 4.564, 3.892], [3.455, -0.556, 0.584], [3.977, -0.593, 1.982], [5.216, -1.286, 2.307], [3.911, 0.968, 2.509], [4.645, 1.235, 3.799], [3.929, 2.436, 4.390], [2.678, -1.272, 3.093], [5.675, 1.574, 3.691], [4.651, 0.315, 4.384], [4.351, 2.796, 5.328], [2.913, 2.238, 4.732], [3.907, 3.251, 3.667], [3.080, -1.361, 4.102], [2.360, -2.235, 2.694], [1.805, -0.622, 3.133], [-1.428, 1.075, -1.897], [-2.734, 1.600, -2.313], [-3.989, 0.985, -1.910], [-2.962, 3.226, -1.770], [-1.778, 4.023, -1.877], [-2.123, 5.527, -1.871], [-2.756, 1.883, -4.121], [-1.285, 3.773, -2.817], [-1.111, 3.909, -1.023], [-3.021, 5.738, -2.451], [-1.263, 6.091, -2.232], [-2.297, 5.838, -0.841], [-1.714, 2.011, -4.417], [-3.326, 2.753, -4.447], [-3.111, 0.921, -4.492], [-0.467, -1.075, 8.215], [-0.413, -1.165, 6.742], [0.527, -2.027, 6.074], [-1.938, -1.541, 6.213], [-2.290, -1.244, 4.861], [-3.397, -2.184, 4.367], [-0.205, 0.624, 6.060], [-1.424, -1.260, 4.199], [-2.680, -0.227, 4.907], [-3.332, -2.246, 3.280], [-4.362, -1.939, 4.810], [-3.098, -3.160, 4.747], [-0.554, 0.739, 5.034], [0.833, 0.908, 6.237], [-0.769, 1.293, 6.709], [0.404, -4.933, -0.482], [1.317, -3.989, 0.230], [1.799, -2.766, -0.326], [0.747, -3.731, 1.813], [0.141, -4.798, 2.509], [-0.948, -4.136, 3.282], [2.935, -4.805, 0.665], [0.913, -5.113, 3.211], [-0.121, -5.619, 1.841], [-0.699, -3.363, 4.010], [-1.439, -4.864, 3.928], [-1.680, -3.742, 2.577], [2.680, -5.759, 1.127], [3.478, -4.280, 1.452], [3.520, -4.835, -0.254], [0.221, -0.189, -4.415], [0.150, -0.375, -5.850], [0.763, -1.596, -6.393], [-1.434, -0.275, -6.274], [-1.805, -0.925, -7.471], [-2.969, -0.155, -8.152], [0.674, 1.157, -6.737], [-2.068, -1.941, -7.175], [-1.045, -0.973, -8.251], [-3.717, 0.270, -7.482], [-3.384, -0.840, -8.892], [-2.525, 0.695, -8.670], [0.349, 2.058, -6.216], [0.323, 1.005, -7.757], [1.748, 1.098, -6.563]], "total_charge": 1, "e_homo_ev": -12.096}


2.
{"formula": "C22H51N3O13", "method": "ωB97M-V with the def2-TZVPD basis set", "species": ["C", "C", "C", "O", "C", "N", "H", "H", "H", "H", "H", "H", "H", "H", "H", "H", "H", "H", "C", "C", "C", "O", "C", "N", "H", "H", "H", "H", "H", "H", "H", "H", "H", "H", "H", "H", "C", "C", "C", "O", "C", "N", "H", "H", "H", "H", "H", "H", "H", "H", "H", "H", "H", "H", "C", "C", "O", "O", "H", "H", "H", "C", "C", "O", "O", "H", "H", "H", "C", "C", "O", "O", "H", "H", "H", "C", "C", "O", "O", "H", "H", "H", "C", "C", "O", "O", "H", "H", "H"], "xyz": [[10.891, -5.520, 16.718], [9.555, -5.021, 16.185], [9.656, -3.988, 15.090], [10.306, -4.593, 14.037], [10.018, -4.064, 12.760], [8.689, -6.154, 15.701], [8.715, -6.977, 16.299], [7.731, -5.803, 15.583], [9.033, -6.533, 14.780], [10.758, -6.042, 17.670], [11.508, -4.656, 16.964], [11.402, -6.174, 16.012], [9.042, -4.621, 17.064], [10.200, -3.095, 15.432], [8.639, -3.627, 14.879], [8.931, -3.997, 12.626], [10.315, -4.718, 11.941], [10.429, -3.063, 12.586], [14.290, -9.405, 12.712], [14.410, -9.878, 11.274], [13.166, -10.652, 10.872], [12.112, -9.721, 10.945], [10.817, -10.317, 10.763], [14.565, -8.729, 10.354], [15.296, -8.092, 10.673], [14.846, -8.964, 9.382], [13.753, -8.086, 10.398], [15.256, -9.051, 13.097], [14.066, -10.243, 13.376], [13.532, -8.649, 12.909], [15.357, -10.409, 11.165], [12.918, -11.486, 11.536], [13.319, -10.988, 9.836], [10.840, -11.020, 9.930], [10.227, -9.438, 10.510], [10.448, -10.750, 11.696], [14.360, -3.930, 12.517], [14.963, -3.442, 11.204], [16.305, -2.783, 11.464], [16.986, -2.393, 10.306], [16.558, -1.156, 9.745], [15.223, -4.648, 10.355], [15.593, -4.354, 9.449], [15.883, -5.301, 10.771], [14.339, -5.175, 10.162], [15.179, -4.383, 13.092], [13.539, -4.638, 12.417], [14.092, -3.056, 13.112], [14.234, -2.857, 10.645], [16.936, -3.495, 12.004], [16.170, -1.919, 12.128], [15.497, -1.299, 9.517], [17.074, -0.941, 8.815], [16.701, -0.330, 10.446], [12.241, -10.317, 6.970], [13.424, -9.409, 6.633], [13.643, -9.150, 5.447], [14.149, -8.985, 7.597], [11.449, -10.169, 6.237], [11.823, -10.067, 7.948], [12.591, -11.352, 6.955], [7.785, -2.967, 9.215], [6.999, -1.957, 10.063], [7.021, -2.126, 11.312], [6.459, -0.994, 9.463], [7.758, -2.700, 8.162], [7.386, -3.970, 9.369], [8.802, -3.009, 9.618], [8.204, -8.072, 7.251], [7.285, -8.762, 6.222], [7.851, -9.108, 5.160], [6.092, -8.984, 6.543], [8.096, -6.987, 7.135], [9.232, -8.414, 7.129], [7.981, -8.163, 8.322], [7.464, -6.154, 11.171], [7.624, -6.580, 12.621], [6.857, -6.011, 13.439], [8.525, -7.413, 12.942], [7.759, -6.934, 10.470], [8.058, -5.252, 11.059], [6.398, -6.010, 11.007], [10.667, -6.567, 9.668], [12.150, -6.274, 9.755], [12.666, -6.360, 10.924], [12.753, -5.791, 8.781], [10.496, -7.362, 8.935], [10.083, -5.725, 9.304], [10.329, -6.971, 10.621]], "total_charge": -2, "e_homo_ev": -1.405}


3.
{"formula": "C46H52O14", "method": "ωB97M-V with the def2-TZVPD basis set", "species": ["C", "C", "C", "O", "C", "C", "C", "O", "H", "H", "H", "H", "C", "C", "C", "O", "C", "C", "C", "O", "H", "H", "H", "H", "C", "C", "C", "O", "C", "C", "C", "O", "H", "H", "H", "H", "C", "C", "C", "O", "C", "C", "C", "O", "H", "H", "H", "H", "C", "C", "C", "O", "C", "C", "C", "O", "H", "H", "H", "H", "C", "C", "C", "O", "C", "H", "H", "H", "H", "H", "H", "H", "H", "C", "C", "C", "O", "C", "H", "H", "H", "H", "H", "H", "H", "H", "C", "C", "C", "O", "C", "H", "H", "H", "H", "H", "H", "H", "H", "C", "C", "C", "O", "C", "H", "H", "H", "H", "H", "H", "H", "H"], "xyz": [[2.534, -3.294, -5.393], [2.338, -2.014, -5.113], [2.154, -1.482, -3.769], [1.980, -0.282, -3.525], [2.318, -2.451, -2.704], [2.543, -3.749, -2.942], [2.566, -4.311, -4.296], [2.731, -5.499, -4.537], [2.603, -3.673, -6.402], [2.245, -1.310, -5.925], [2.086, -2.156, -1.697], [2.571, -4.434, -2.097], [-3.715, -1.912, 5.906], [-3.374, -0.955, 5.035], [-1.954, -0.466, 4.972], [-1.618, 0.332, 4.101], [-1.031, -0.901, 6.054], [-1.453, -1.762, 7.012], [-2.798, -2.389, 6.924], [-3.121, -3.261, 7.729], [-4.708, -2.268, 6.066], [-4.106, -0.498, 4.372], [-0.030, -0.484, 6.043], [-0.828, -2.062, 7.850], [-0.373, 5.524, 1.101], [0.722, 5.997, 1.591], [1.512, 5.340, 2.579], [2.597, 5.787, 2.914], [0.951, 4.078, 3.112], [-0.131, 3.527, 2.594], [-0.902, 4.217, 1.509], [-1.949, 3.760, 1.015], [-0.992, 5.985, 0.332], [1.144, 6.962, 1.342], [1.519, 3.523, 3.840], [-0.478, 2.538, 2.859], [-5.122, 0.018, -1.785], [-4.612, -0.190, -2.988], [-5.421, -0.190, -4.180], [-4.970, -0.273, -5.301], [-6.855, -0.012, -3.962], [-7.390, 0.182, -2.754], [-6.553, 0.231, -1.573], [-7.037, 0.414, -0.458], [-4.412, 0.165, -0.961], [-3.551, -0.206, -3.134], [-7.520, -0.314, -4.771], [-8.473, 0.167, -2.603], [3.502, 1.417, 3.134], [4.410, 1.024, 2.220], [4.368, -0.280, 1.626], [5.169, -0.646, 0.787], [3.239, -1.164, 2.077], [2.358, -0.821, 2.999], [2.437, 0.553, 3.595], [1.647, 0.908, 4.482], [3.511, 2.383, 3.637], [5.208, 1.617, 1.816], [3.160, -2.150, 1.595], [1.566, -1.514, 3.289], [2.726, 3.865, -1.584], [3.501, 2.745, -2.449], [4.517, 2.162, -1.426], [4.517, 3.078, -0.288], [3.200, 3.526, -0.113], [1.657, 3.878, -1.769], [2.970, 4.872, -1.860], [4.052, 3.207, -3.253], [2.849, 1.945, -2.839], [5.554, 2.066, -1.767], [4.246, 1.163, -1.084], [3.246, 4.319, 0.614], [2.565, 2.724, 0.306], [-0.516, -5.065, 4.107], [0.975, -5.206, 4.380], [1.560, -4.709, 3.069], [0.692, -3.606, 2.680], [-0.590, -3.788, 3.286], [-1.068, -4.976, 5.040], [-0.837, -5.962, 3.577], [1.374, -6.162, 4.753], [1.254, -4.552, 5.214], [1.505, -5.476, 2.285], [2.583, -4.293, 3.107], [-1.334, -3.936, 2.507], [-0.798, -2.926, 3.911], [-0.326, -0.730, 0.751], [0.115, 0.400, -0.163], [-1.175, 0.728, -0.929], [-1.763, -0.538, -1.070], [-1.607, -1.227, 0.093], [-0.587, -0.504, 1.782], [0.413, -1.530, 0.889], [0.828, -0.012, -0.873], [0.496, 1.242, 0.434], [-1.039, 1.200, -1.898], [-1.779, 1.450, -0.364], [-1.521, -2.258, -0.162], [-2.474, -1.289, 0.722], [-1.448, 0.865, -4.909], [-0.634, 0.321, -6.125], [-0.730, 1.565, -7.088], [-0.614, 2.625, -6.205], [-0.933, 2.236, -4.824], [-1.309, 0.344, -3.948], [-2.519, 0.893, -5.174], [-1.180, -0.521, -6.550], [0.415, 0.096, -5.961], [-1.638, 1.548, -7.678], [0.013, 1.703, -7.873], [-1.596, 2.937, -4.304], [-0.017, 2.290, -4.215]], "smiles": "O=C1C=CC(=O)C=C1.O=C1C=CC(=O)C=C1.O=C1C=CC(=O)C=C1.O=C1C=CC(=O)C=C1.O=C1C=CC(=O)C=C1.C1CCOC1.C1CCOC1.C1CCOC1.C1CCOC1", "e_homo_ev": -9.255}


Number 1: electronic energy -221249.792 eV. Number 2: electronic energy -54726.750 eV. Number 3: electronic energy -77201.249 eV.